Below is a molecular structure, C20H28F5MgN6OSb2Te at a distorted geometry, with properties calculated with wB97M-V/def2-TZVPD.

The geometry in XYZ format:
```
64
C20H28F5MgN6OSb2Te | the Open Molecules 2025 dataset | wB97M-V/def2-TZVPD
Mg 0.32129 0.56103 0.35405
C -2.41956 -3.23630 0.98797
Sb -1.96163 -1.21166 0.55823
C -2.76170 -1.18076 -1.40539
C -3.62607 -0.19617 1.48825
C -3.51309 -0.18368 2.98434
C -3.81981 -1.35779 3.67815
C -3.66947 -1.45902 5.04903
C -3.21386 -0.36172 5.76671
C -2.94058 0.81751 5.09838
C -3.07542 0.93271 3.71212
C -2.74977 2.26538 3.08735
Sb -0.72982 2.31782 2.33485
C 0.16401 1.56190 4.11215
C -0.20069 4.34462 2.67144
H -3.48993 -3.38671 0.85609
H -2.12778 -3.51136 1.99871
H -1.87613 -3.85253 0.27309
H -3.71263 -1.71110 -1.41133
H -2.05712 -1.65917 -2.08166
H -2.90438 -0.15092 -1.72657
H -4.52200 -0.72966 1.16755
H -3.65223 0.80375 1.05640
H -4.20043 -2.20550 3.11903
H -3.91552 -2.38332 5.55487
H -3.09127 -0.41877 6.83997
H -2.62567 1.68632 5.66518
H -2.79066 3.04617 3.84645
H -3.42780 2.53984 2.28079
H -0.21994 2.12382 4.96218
H 1.24425 1.68162 4.05520
H -0.08008 0.50938 4.24632
H -0.44008 4.59163 3.70423
H -0.74224 5.00953 2.00202
H 0.86897 4.45942 2.50530
N 1.89120 -1.99352 2.37753
C 2.62595 -1.06360 1.77774
N 3.79018 -1.42279 1.24943
C 4.55915 -0.42762 0.79971
N 5.74739 -0.71975 0.29840
N 4.18914 0.88927 0.82403
C 2.97394 1.09408 1.21289
N 2.10092 0.20616 1.72231
C 2.40534 2.73085 -0.30094
C 3.42813 3.46182 -0.85588
C 3.35697 3.67815 -2.22380
C 2.28375 3.17205 -2.94295
C 1.30014 2.46952 -2.27538
N 1.35928 2.24378 -0.95357
H 2.16912 -2.95605 2.27679
H 0.97062 -1.77161 2.71508
H 5.96617 -1.68481 0.10954
H 6.27632 0.00977 -0.14998
H 4.25686 3.79583 -0.25048
H 4.15094 4.21221 -2.72805
H 2.22207 3.29321 -4.01451
H 0.44526 2.04675 -2.78547
F 3.88330 0.22124 -2.29002
Te 2.42237 -0.67778 -1.39641
F 1.30639 -2.11095 -0.68802
F 0.07748 -0.06821 -1.40261
F 3.45389 -2.18582 -1.76875
F 1.78120 -0.90767 -3.10717
O 2.43217 2.33992 1.04358
```

## Properties
Net charge: +1
HOMO energy: -11.0 eV
Electronic energy: -2630.6110 a.u.
Kohn-Sham gap: 8.41 eV
F_max: 0.0562 hartree/bohr


Below is a molecular structure, C20H28FeN2Si at a distorted geometry, with properties calculated with wB97M-V/def2-TZVPD.

The geometry in XYZ format:
```
52
C20H28FeN2Si | the Open Molecules 2025 dataset | wB97M-V/def2-TZVPD
C 1.07150 1.99970 0.22880
C 0.13350 2.12150 -0.82050
C -1.15900 1.93920 -0.27750
H 0.34890 2.31500 -1.85680
C -1.01750 1.70750 1.11100
C 0.35880 1.74350 1.42700
H 0.79030 1.60400 2.40430
H 2.14170 2.08250 0.13520
H -2.07740 1.95050 -0.83870
H -1.81990 1.52880 1.80760
Fe 0.00000 0.00000 0.00000
C -1.49440 -3.81600 -5.43980
H -2.19150 -3.82130 -4.60660
H -1.77760 -3.03880 -6.14380
H -0.49100 -3.62250 -5.07120
Si -0.08150 -0.88330 -2.35450
C 1.58540 -0.89850 -3.26890
C 2.37900 0.25140 -3.32210
H 2.02670 1.15910 -2.84750
C 3.61730 0.25410 -3.94840
H 4.20800 1.16160 -3.97810
C 4.10420 -0.91000 -4.52850
H 5.07360 -0.91550 -5.01050
C 3.33550 -2.06510 -4.48860
H 3.70450 -2.97590 -4.94400
C 2.09070 -2.05250 -3.87310
H 1.49900 -2.96020 -3.85880
C -1.23470 0.18230 -3.43070
C -0.83310 0.70640 -4.66180
H 0.13080 0.42920 -5.07020
C -1.64770 1.57010 -5.38370
H -1.30870 1.95850 -6.33630
C -2.89590 1.92610 -4.89490
H -3.53300 2.59760 -5.45640
C -3.31850 1.41480 -3.67400
H -4.29290 1.68240 -3.28320
C -2.49440 0.56250 -2.95550
H -2.83810 0.18830 -1.99850
H -0.57520 -2.29560 -2.59870
H -1.51750 -4.78140 -5.93740
N -0.12000 -1.97780 0.79330
C 0.37710 -2.08270 2.15940
C 1.80620 -1.67340 2.05170
N 1.65800 -0.35560 1.40360
H -0.06170 -2.39050 -0.15600
H -0.34020 -2.99100 0.65630
H -0.17780 -1.34280 2.78460
H 0.26780 -3.08560 2.63680
H 2.18410 -1.55050 3.09520
H 2.46530 -2.50170 1.61480
H 2.25540 0.27900 1.98510
H 1.88810 -1.00660 0.62330
```

## Properties
Net charge: +1
HOMO energy (alpha / beta): -10.6 / -11.4 eV
Electronic energy: -2441.1317 a.u.
Kohn-Sham gap (alpha / beta): 7.79 / 6.75 eV
⟨S²⟩: 8.77
F_max: 0.0970 hartree/bohr
Spin multiplicity: 6


Below is a molecular structure, C20H28GaNO2S at a distorted geometry, with properties calculated with wB97M-V/def2-TZVPD.

The geometry in XYZ format:
```
53
C20H28GaNO2S | the Open Molecules 2025 dataset | wB97M-V/def2-TZVPD
O 0.60985 -0.04812 -3.09094
C 1.49090 -0.51761 -4.16320
C 0.56537 -0.09296 -5.28856
H 1.65394 -1.59970 -4.08011
H 2.43700 0.03070 -4.19028
C -0.30577 0.44114 -4.14540
H 0.09856 -0.93263 -5.79773
H 0.95323 0.69371 -5.93103
C -1.67841 -0.16421 -4.31147
H -1.63519 -1.23703 -4.50678
H -2.12467 0.32177 -5.19279
H -2.34586 0.01648 -3.46556
C -0.39647 1.95109 -4.11562
H 0.59604 2.40397 -4.02537
H -1.04757 2.29445 -3.30654
H -0.84001 2.26626 -5.06521
Ga 2.52580 -0.26445 0.99054
C 1.42690 1.36475 4.17475
C 2.68126 0.72428 4.13240
C 3.38564 1.14170 2.95749
H 3.06555 0.07051 4.91900
C 2.51703 2.09021 2.28010
C 1.29650 2.17449 3.00828
H 0.42944 2.79815 2.74767
H 0.68462 1.26375 4.97186
H 4.44936 0.96228 2.75172
H 2.81381 2.74384 1.45467
C -1.76773 -0.92371 4.71843
C -1.74731 0.42901 4.28131
C -1.72047 0.43557 2.85761
H -1.72448 1.31583 4.91193
C -1.75327 -0.92429 2.42238
C -1.74471 -1.76334 3.56670
H -1.73924 -2.85254 3.52174
H -1.78271 -1.26410 5.74836
H -1.71812 1.32235 2.22585
H -1.77415 -1.27438 1.39158
O -2.11014 -0.56777 -1.63921
C -1.66089 0.41226 -0.65544
C -0.27178 0.01433 -0.07295
H -2.40882 0.47860 0.14690
H -1.59680 1.41430 -1.11611
C -0.05326 -1.43380 -0.54112
H -0.22855 0.08470 1.01910
H 0.49591 0.68559 -0.49276
C -1.21015 -1.70810 -1.54453
H -0.05408 -2.15241 0.28799
H 0.90459 -1.56011 -1.04141
H -1.81308 -2.58123 -1.22405
H -0.77369 -1.90691 -2.53675
S 1.03934 -2.70037 4.56549
C 1.68767 -2.13351 3.25445
N 2.21904 -1.74283 2.23261
```

## Properties
Net charge: 0
HOMO energy (alpha / beta): -8.0 / -7.9 eV
Electronic energy: -3306.8567 a.u.
Kohn-Sham gap (alpha / beta): 5.62 / 6.33 eV
F_max: 0.0697 hartree/bohr


The following energy relative to the best compared isomer or geometry (same formula, charge and spin) values (in kcal per mole) correspond, in order, to the records above: 0.00, 76.39, 65.04.